The ion C3H12N4 with charge +2 at a distorted geometry. Source: OMol25; level of theory: wB97M-V/def2-TZVPD.

Summary:
Net charge: +2
Energy above the lowest of the compared OMol25 structures with the same formula, charge and spin in eV: 3.774
SMILES: [H]/N=C(/C[NH2+]C)N[NH3+]
HOMO-LUMO gap in eV: 11.42

Geometry as XYZ:
```
19
Properties=species:S:1:pos:R:3:mulliken_charge:R:1
C 0.5909 0.7167 -0.2030 -0.660
H 3.4540 -1.0104 0.3310 0.366
N -0.7067 -1.4381 0.0001 -0.508
H -3.1970 -0.8059 0.8831 0.394
H 1.8323 -0.3369 -1.4709 0.420
N -2.0039 0.5438 -0.1496 -0.205
H 3.6140 0.8678 -0.0738 0.336
H -1.3028 -2.2248 -0.0102 0.237
N 1.7367 -0.2119 -0.4317 -0.316
H -3.7155 -0.1997 -0.7733 0.367
H 2.8371 0.1033 1.4165 0.349
H 1.5019 -1.2061 -0.2855 0.387
C -0.8317 -0.2129 -0.0443 0.490
N -3.2896 -0.0552 0.1383 -0.275
C 3.0836 -0.0206 0.2789 -0.778
H 0.5201 1.3608 0.7604 0.377
H -3.8781 0.5877 0.5762 0.346
H 0.5585 1.2714 -1.1533 0.400
H -2.1650 1.3513 -0.7326 0.272
```

***

A cluster of 3 separate species, C3H12N4O in total. Source: OMol25; level of theory: wB97M-V/def2-TZVPD.

Summary:
Net charge: 0
Energy above the lowest of the compared OMol25 structures with the same formula, charge and spin in eV: 5.820
HOMO-LUMO gap (spin up / spin down) in eV: 6.77 / 6.77

Geometry as XYZ:
```
20
Properties=species:S:1:pos:R:3:mulliken_charge:R:1
H -2.4120 -0.5680 -2.2868 0.301
H -1.7386 -1.9303 -1.5172 0.244
H 0.0190 -0.7955 -0.7493 0.427
O 1.1283 -1.4738 -0.1450 -0.735
H 0.4497 -1.6523 1.7861 0.443
H 2.6377 0.1559 0.9867 0.235
H 0.4661 1.6596 -0.1869 0.269
H 0.5865 2.5489 -1.7523 0.301
H -1.4920 1.0953 0.8604 0.420
H -1.6993 -0.5953 1.4134 0.350
N -0.6669 0.9028 -1.7517 -0.855
C 1.0712 -1.1226 1.0636 -0.028
N -0.7910 -0.2302 -1.2192 0.994
N -1.9348 -0.9386 -1.4728 -0.677
C 0.5306 1.5697 -1.2844 -0.665
H 1.4378 0.9970 -1.5108 0.241
C -1.0023 0.2384 1.3224 -1.476
H -0.5852 0.5128 2.2933 0.332
N 2.0836 -0.3960 1.6248 -0.369
H 1.9116 0.0223 2.5256 0.248
```

***

E? In order: -9246.252; -11308.589 eV.